Entry w
Molecular formula: C7H16O
Method: DFT, ωB97M-V/def2-TZVPD

The calculation puts the orbital gap at 9.68 eV. As for the SMILES: C=C(C)O.CCCC. Its HOMO energy is -8.87 eV.

Geometry as ORCA input:
```
! wB97M-V def2-TZVPD RIJCOSX def2/J DEFGRID3
* xyz 0 1
C 1.51 1.32 0.77
C 0.81 2.37 0.37
C 1.06 3.10 -0.89
O -0.29 2.73 1.13
H 2.37 1.00 0.26
H 1.30 0.78 1.73
H 2.03 2.72 -1.29
H 0.24 2.88 -1.62
H 1.16 4.15 -0.76
H -0.66 3.45 0.69
C -0.18 -3.02 -1.51
C -0.53 -2.49 -0.07
C -0.80 -1.00 -0.03
C -1.26 -0.47 1.36
H -1.04 -2.90 -2.13
H 0.20 -4.02 -1.29
H 0.65 -2.41 -1.87
H 0.39 -2.74 0.45
H -1.32 -3.10 0.37
H -1.69 -0.84 -0.67
H 0.00 -0.34 -0.38
H -2.11 -1.06 1.73
H -1.32 0.60 1.54
H -0.52 -0.72 2.11
*
```

Entry x
Molecular formula: C7H16O
Method: DFT, ωB97M-V/def2-TZVPD

The calculation puts the orbital gap at 9.43 eV. As for the SMILES: C/C=C(\C)CCC.O. Its HOMO energy is -8.69 eV.

Geometry as ORCA input:
```
! wB97M-V def2-TZVPD RIJCOSX def2/J DEFGRID3
* xyz 0 1
C 0.73 0.11 3.05
C 1.04 0.55 1.65
C 0.86 -0.25 0.61
C 0.26 -1.66 0.66
C 1.29 0.18 -0.77
C 1.05 1.65 -1.12
C 1.04 1.82 -2.65
H -0.32 -0.13 3.24
H 0.93 0.85 3.82
H 1.33 -0.79 3.23
H 1.63 1.46 1.57
H 0.07 -2.04 -0.34
H -0.55 -1.80 1.36
H 1.12 -2.22 1.05
H 2.38 0.05 -0.90
H 0.87 -0.40 -1.59
H 0.12 2.04 -0.69
H 1.78 2.40 -0.78
H 0.09 1.41 -3.02
H 1.82 1.25 -3.14
H 1.06 2.86 -2.97
O -4.99 -1.85 -0.93
H -4.35 -1.84 -1.65
H -5.22 -2.80 -0.90
*
```

Entry y
Molecular formula: C7H16O
Method: DFT, ωB97M-V/def2-TZVPD

The calculation puts the orbital gap (alpha / beta) at 7.97 / 7.97 eV. Its HOMO energy (alpha / beta) is -7.44 / -7.44 eV.

Geometry as ORCA input:
```
! wB97M-V def2-TZVPD RIJCOSX def2/J DEFGRID3
* xyz 0 1
C -0.68 -0.57 -0.97
C 1.56 -0.07 -0.05
C -0.61 0.27 -2.22
C -1.66 -0.22 0.02
C -0.28 -2.00 -1.12
O 2.57 0.80 0.40
H 2.40 1.01 1.33
H 1.58 -1.02 0.50
H 1.76 -0.22 -1.10
H -0.94 -2.51 -1.83
H 0.74 -2.10 -1.50
H -0.75 1.33 -2.00
H 0.33 0.14 -2.75
H -1.41 -0.03 -2.91
H -2.43 0.47 -0.32
H -2.06 -1.05 0.59
H -1.09 0.46 0.85
H -0.34 -2.54 -0.17
C -0.06 1.41 1.60
C 0.30 1.17 2.86
H 0.28 1.94 3.63
H -0.32 2.42 1.30
H 0.48 0.74 0.67
H 0.59 0.18 3.20
*
```

Winner for stability: entry x

Entry w
Molecular formula: C7H16O
Method: DFT, ωB97M-V/def2-TZVPD

The calculation puts the orbital gap at 10.11 eV. As for the SMILES: C=C(CC)CCC.O. Its HOMO energy is -9.39 eV.

Geometry as ORCA input:
```
! wB97M-V def2-TZVPD RIJCOSX def2/J DEFGRID3
* xyz 0 1
C -1.06 -0.36 1.07
C 0.20 -0.67 0.85
C 1.09 -1.18 1.96
C 1.60 -2.59 1.80
C 0.82 -0.70 -0.53
C 0.16 0.31 -1.52
C 0.20 1.76 -1.07
H -1.84 0.14 0.49
H -1.55 -0.54 2.03
H 0.40 -1.20 2.82
H 1.81 -0.39 2.19
H 2.11 -3.00 2.68
H 0.68 -3.17 1.70
H 2.31 -2.76 0.98
H 0.51 -1.66 -0.97
H 1.90 -0.61 -0.55
H -0.86 0.04 -1.84
H 0.64 0.11 -2.48
H 1.20 2.08 -0.75
H -0.54 2.06 -0.33
H 0.12 2.28 -2.03
O -3.55 3.62 -2.32
H -3.66 3.09 -1.53
H -2.66 3.36 -2.63
*
```

Entry x
Molecular formula: C7H16O
Method: DFT, ωB97M-V/def2-TZVPD

The calculation puts the orbital gap at 9.80 eV. As for the SMILES: C/C=C(\C)CCC.O. Its HOMO energy is -8.96 eV.

Geometry as ORCA input:
```
! wB97M-V def2-TZVPD RIJCOSX def2/J DEFGRID3
* xyz 0 1
C 0.72 -0.68 3.00
C -0.03 -0.17 1.80
C 0.54 0.24 0.67
C 2.06 0.33 0.59
C -0.23 0.84 -0.47
C -1.56 0.10 -0.82
C -2.24 0.74 -2.02
H 0.07 -1.28 3.62
H 1.10 0.17 3.58
H 1.62 -1.28 2.83
H -1.09 -0.16 1.98
H 2.55 -0.62 0.82
H 2.46 1.06 1.29
H 2.33 0.72 -0.38
H -0.54 1.88 -0.26
H 0.34 0.86 -1.41
H -1.41 -0.95 -1.01
H -2.21 0.15 0.07
H -1.74 0.59 -2.98
H -2.41 1.81 -1.84
H -3.25 0.34 -2.12
O 0.68 -1.63 -2.54
H 0.65 -1.35 -1.61
H 1.60 -1.72 -2.79
*
```

Winner for stability: entry x

Entry w
Molecular formula: H5NO
Method: DFT, ωB97M-V/def2-TZVPD

The calculation puts the orbital gap at 11.13 eV. As for the SMILES: N.O. Its HOMO energy is -10.28 eV.

Geometry as ORCA input:
```
! wB97M-V def2-TZVPD RIJCOSX def2/J DEFGRID3
* xyz 0 1
N -0.86 -0.09 0.04
H -1.28 -0.97 -0.15
H -1.33 0.22 0.83
H -1.19 0.57 -0.63
O 1.82 -0.19 0.05
H 1.94 0.83 0.02
H 0.91 -0.38 -0.17
*
```

Entry x
Molecular formula: H5NO
Method: DFT, ωB97M-V/def2-TZVPD

The calculation puts the orbital gap at 11.62 eV. As for the SMILES: N.O. Its HOMO energy is -10.76 eV.

Geometry as ORCA input:
```
! wB97M-V def2-TZVPD RIJCOSX def2/J DEFGRID3
* xyz 0 1
N 0.35 -1.12 -0.10
H -0.08 -1.82 0.51
H 1.28 -1.48 -0.35
H -0.20 -1.09 -0.96
O -0.27 2.18 0.41
H -1.23 2.01 0.25
H 0.16 1.31 0.23
*
```

Winner for stability: entry x

Entry w
Molecular formula: C6H13NO
Method: DFT, ωB97M-V/def2-TZVPD

The calculation puts the orbital gap (alpha / beta) at 7.30 / 7.30 eV. Its HOMO energy (alpha / beta) is -7.88 / -7.88 eV.

Geometry as ORCA input:
```
! wB97M-V def2-TZVPD RIJCOSX def2/J DEFGRID3
* xyz 0 1
C -1.39 0.55 0.37
C 1.10 -0.53 -1.10
C -1.95 -0.23 1.52
C 0.92 1.89 0.06
C 1.06 -2.01 -0.82
N -1.21 -0.09 -0.81
C 0.47 0.50 0.47
O 0.86 -0.11 1.45
H -1.14 0.57 -1.58
H -1.67 1.61 0.35
H 2.10 -0.12 -0.93
H 0.78 -0.25 -2.10
H -1.58 0.17 2.47
H -3.04 -0.18 1.52
H -1.64 -1.27 1.45
H 0.47 2.20 -0.88
H 2.01 1.89 -0.05
H 0.66 2.59 0.85
H 1.82 -2.53 -1.42
H 0.09 -2.44 -1.04
H 1.30 -2.20 0.23
*
```

Entry x
Molecular formula: C6H13NO
Method: DFT, ωB97M-V/def2-TZVPD

The calculation puts the orbital gap at 9.87 eV. As for the SMILES: CCC[C@H](C=O)NC. Its HOMO energy is -8.89 eV.

Geometry as ORCA input:
```
! wB97M-V def2-TZVPD RIJCOSX def2/J DEFGRID3
* xyz 0 1
C 1.06 0.45 -2.45
C 0.97 1.20 -1.13
C 0.92 0.34 0.15
C -0.51 0.15 0.66
C -0.91 1.30 1.56
O -0.17 1.95 2.27
N -0.73 -0.99 1.58
C -1.30 -2.20 1.02
H 1.32 1.14 -3.26
H 0.11 0.03 -2.77
H 1.85 -0.30 -2.47
H 0.10 1.86 -1.16
H 1.85 1.83 -1.03
H 1.49 0.90 0.89
H 1.36 -0.64 -0.02
H -1.26 0.16 -0.13
H -1.99 1.59 1.65
H 0.15 -1.10 2.06
H -0.56 -3.02 0.98
H -1.62 -2.10 -0.02
H -2.13 -2.52 1.64
*
```

Entry y
Molecular formula: C6H13NO
Method: DFT, ωB97M-V/def2-TZVPD

The calculation puts the orbital gap at 10.04 eV. As for the SMILES: CCCC(=O)N(C)C. Its HOMO energy is -9.17 eV.

Geometry as ORCA input:
```
! wB97M-V def2-TZVPD RIJCOSX def2/J DEFGRID3
* xyz 0 1
C 0.34 1.57 2.55
C 1.09 0.40 1.90
C 0.92 0.33 0.38
C 0.02 -0.81 -0.07
O -0.15 -1.79 0.63
N -0.71 -0.67 -1.24
C -0.68 0.48 -2.12
C -1.05 -1.99 -1.81
H 0.90 1.84 3.44
H 0.17 2.36 1.82
H -0.55 1.25 3.10
H 0.82 -0.58 2.27
H 2.16 0.47 2.11
H 0.56 1.27 -0.05
H 1.89 0.24 -0.11
H -1.72 0.75 -2.31
H -0.19 1.31 -1.65
H -0.09 0.37 -3.04
H -1.92 -2.35 -1.24
H -1.65 -1.85 -2.72
H -0.16 -2.60 -1.84
*
```

Entry z
Molecular formula: C6H13NO
Method: DFT, ωB97M-V/def2-TZVPD

The calculation puts the orbital gap at 10.70 eV. As for the SMILES: CC(N)=O.CC1CC1. Its HOMO energy is -9.86 eV.

Geometry as ORCA input:
```
! wB97M-V def2-TZVPD RIJCOSX def2/J DEFGRID3
* xyz 0 1
C -1.87 1.28 -0.40
C -1.65 0.10 -1.32
N -1.86 -1.13 -0.71
O -1.33 0.18 -2.48
H -1.34 2.14 -0.79
H -2.94 1.50 -0.38
H -1.54 1.06 0.61
H -1.91 -1.94 -1.30
H -2.31 -1.19 0.19
C 1.14 -0.72 1.88
C 1.91 -0.33 0.64
C 1.56 0.94 -0.08
C 1.23 -0.38 -0.70
H 1.09 -1.80 1.97
H 1.62 -0.32 2.78
H 0.12 -0.33 1.84
H 2.95 -0.60 0.68
H 0.77 1.55 0.32
H 2.36 1.52 -0.52
H 1.81 -0.69 -1.56
H 0.21 -0.81 -0.69
*
```

Winner for stability: entry z

Entry w
Molecular formula: C4H3N3
Method: DFT, ωB97M-V/def2-TZVPD

The calculation puts the orbital gap at 10.72 eV. As for the SMILES: N#CC1=NCC=N1. Its HOMO energy is -11.15 eV.

Geometry as ORCA input:
```
! wB97M-V def2-TZVPD RIJCOSX def2/J DEFGRID3
* xyz 0 1
N 3.41 -0.78 0.30
C 2.29 -0.52 0.29
C 0.88 -0.20 0.20
N 0.48 1.00 -0.01
C -0.95 0.85 -0.22
C -1.19 -0.61 0.05
N -0.09 -1.23 0.27
H -1.55 1.55 0.37
H -1.13 1.06 -1.28
H -2.15 -1.12 0.03
*
```

Entry x
Molecular formula: C4H3N3
Method: DFT, ωB97M-V/def2-TZVPD

The calculation puts the orbital gap at 8.71 eV. Its HOMO energy is -9.72 eV.

Geometry as ORCA input:
```
! wB97M-V def2-TZVPD RIJCOSX def2/J DEFGRID3
* xyz 0 1
C -0.85 -0.63 2.66
C -0.76 0.07 1.60
C -0.32 0.17 0.34
C 1.07 -0.12 -0.13
N 0.99 -0.04 -1.59
N -0.17 0.27 -1.93
N -0.97 0.43 -0.80
H 1.38 -1.12 0.20
H 1.82 0.59 0.24
H -1.96 0.60 -0.93
*
```

Entry y
Molecular formula: C4H3N3
Method: DFT, ωB97M-V/def2-TZVPD

The calculation puts the orbital gap at 10.90 eV. As for the SMILES: N#Cc1cc[nH]n1. Its HOMO energy is -10.24 eV.

Geometry as ORCA input:
```
! wB97M-V def2-TZVPD RIJCOSX def2/J DEFGRID3
* xyz 0 1
N 1.15 -0.67 -2.54
C 0.63 -0.49 -1.56
C 0.10 -0.20 -0.25
C -0.64 -0.92 0.61
C -1.06 -0.04 1.52
N -0.38 1.17 1.35
N 0.50 0.91 0.22
H -1.16 -1.86 0.49
H -1.83 -0.07 2.42
H -0.01 1.88 1.97
*
```

Winner for stability: entry w

Entry w
Molecular formula: C2H5NO2
Method: DFT, ωB97M-V/def2-TZVPD

The calculation puts the orbital gap at 10.25 eV. As for the SMILES: CO/C=N/O. Its HOMO energy is -9.31 eV.

Geometry as ORCA input:
```
! wB97M-V def2-TZVPD RIJCOSX def2/J DEFGRID3
* xyz 0 1
C 1.62 -0.36 0.00
O 0.88 0.85 0.03
C -0.42 0.66 0.15
N -1.14 -0.36 0.13
O -2.45 0.17 0.02
H 2.00 -0.61 1.03
H 0.97 -1.20 -0.26
H 2.54 -0.20 -0.69
H -0.83 1.65 -0.11
H -3.17 -0.59 -0.29
*
```

Entry x
Molecular formula: C2H5NO2
Method: DFT, ωB97M-V/def2-TZVPD

The calculation puts the orbital gap at 10.08 eV. As for the SMILES: CN(O)C=O. Its HOMO energy is -9.36 eV.

Geometry as ORCA input:
```
! wB97M-V def2-TZVPD RIJCOSX def2/J DEFGRID3
* xyz 0 1
C -1.40 -0.18 0.05
N 0.09 0.19 -0.23
O 0.45 1.53 -0.08
C 1.16 -0.57 -0.14
O 2.31 -0.06 0.11
H -2.02 0.23 -0.75
H -1.55 0.28 1.17
H -1.55 -1.33 0.17
H 1.41 1.59 0.05
H 1.11 -1.69 -0.35
*
```

Winner for stability: entry x